No. 1
{
  "formula": "C5H6O2",
  "method": "the ωB97M-V functional and the def2-TZVPD basis",
  "homo_lumo_gap_ha": [0.2436, 0.3248],
  "homo_ha": [-0.2474, -0.2979],
  "de_lowest_kcal_mol": 109.6,
  "symbols": ["O", "O", "C", "C", "C", "C", "C", "H", "H", "H", "H", "H", "H"],
  "positions_angstrom": [[1.179, 1.444, 1.382], [0.827, -0.761, -1.355], [1.699, -0.142, -0.385], [-0.628, 0.257, 0.173], [0.791, 0.679, 0.541], [-1.573, -0.211, 1.138], [-0.439, -0.477, -1.052], [-1.206, -0.898, -1.690], [2.421, 0.489, -0.906], [-2.118, 0.492, 1.755], [-1.983, -1.208, 1.010], [-0.986, 1.066, -0.597], [2.225, -0.933, 0.160]],
  "forces_ev_per_angstrom": [[-0.298, -0.349, -0.344], [1.189, -0.186, -0.004], [-0.110, -0.018, -0.276], [0.110, 1.370, -1.107], [0.340, -0.072, 0.307], [-0.771, -0.020, 0.495], [-0.570, -1.230, -0.841], [0.129, 0.048, 0.143], [-0.066, -0.016, 0.080], [0.107, -0.080, 0.043], [0.086, 0.118, 0.084], [-0.115, 0.243, 1.385], [-0.032, 0.191, 0.033]],
  "mulliken_charge": [-0.531, -0.388, -0.242, 0.631, 0.338, -0.897, -0.801, 0.507, 0.264, 0.299, 0.328, 0.236, 0.257]
}

No. 2
{
  "formula": "C24H50BFIN3O6PSi",
  "method": "the ωB97M-V functional and the def2-TZVPD basis",
  "homo_lumo_gap_ha": 0.1814,
  "homo_ha": -0.1229,
  "charge": -1,
  "symbols": ["I", "P", "Si", "F", "O", "O", "O", "O", "O", "O", "N", "N", "N", "C", "C", "C", "C", "C", "C", "C", "C", "C", "C", "C", "C", "C", "C", "C", "C", "C", "C", "C", "C", "C", "C", "C", "C", "B", "H", "H", "H", "H", "H", "H", "H", "H", "H", "H", "H", "H", "H", "H", "H", "H", "H", "H", "H", "H", "H", "H", "H", "H", "H", "H", "H", "H", "H", "H", "H", "H", "H", "H", "H", "H", "H", "H", "H", "H", "H", "H", "H", "H", "H", "H", "H", "H", "H", "H"],
  "positions_angstrom": [[-5.254, 7.499, 0.381], [-0.379, -1.434, 1.901], [-4.787, -1.553, 2.006], [4.738, -3.858, -3.089], [-2.243, 5.626, 1.902], [0.159, -1.607, -3.358], [-0.329, -4.417, -0.274], [-3.620, -1.091, 0.776], [1.142, 0.681, -2.969], [-0.563, -2.881, 2.579], [1.794, -3.074, 0.436], [-1.038, 5.113, -0.255], [4.444, 2.083, 3.068], [0.197, 1.438, 0.007], [0.361, -3.311, 0.013], [-1.672, -1.710, -0.712], [2.530, 0.738, -3.446], [-3.819, 4.959, -0.020], [0.454, 2.938, -0.601], [3.856, -1.591, 1.602], [2.359, -2.147, -0.661], [-2.303, 5.267, 0.614], [-1.037, 3.668, -0.723], [1.474, 0.415, -0.092], [-4.079, -2.694, 3.400], [-5.351, 0.097, 2.907], [-1.150, 5.943, -1.523], [-2.918, -2.255, 0.214], [3.772, -1.599, -0.034], [2.600, -3.215, -1.878], [-6.359, -2.281, 1.158], [1.094, -1.059, -0.785], [4.193, 0.593, 3.249], [4.870, -0.332, 2.032], [-0.206, -1.737, 0.020], [3.699, -2.763, -3.006], [3.064, -2.687, -4.552], [0.813, -0.656, -2.390], [2.847, -1.373, 2.155], [-1.598, -2.465, -1.631], [-5.539, 0.980, 2.150], [-3.824, -3.730, 2.909], [3.036, -4.204, -1.371], [-1.232, 7.110, -1.307], [-6.085, -3.265, 0.582], [-1.979, -0.674, -1.165], [4.620, -2.354, -0.405], [3.177, 0.080, -2.726], [-0.213, 5.760, -2.236], [3.030, 0.456, 3.332], [-1.535, -0.665, 2.290], [-4.881, -2.780, 4.252], [4.652, 0.219, 4.278], [-3.712, 4.411, -1.074], [2.376, 0.946, -0.666], [-4.412, 5.961, -0.187], [3.874, 2.486, 2.292], [1.875, 0.283, 1.025], [-1.736, 3.080, 0.045], [2.675, 0.509, -4.588], [4.408, -2.563, 2.011], [1.105, 3.519, 0.205], [1.950, -3.047, -4.604], [2.915, 1.858, -3.295], [4.297, -1.788, -2.764], [-3.682, -2.771, -0.544], [-0.061, 1.582, 1.163], [-2.110, 5.616, -2.136], [-4.424, 4.189, 0.661], [3.681, -3.425, -5.260], [5.466, 2.272, 2.960], [4.053, -0.562, -0.543], [1.030, 2.939, -1.629], [3.249, -1.597, -4.938], [-1.533, 3.527, -1.785], [-4.516, 0.471, 3.671], [-6.785, -1.493, 0.384], [-0.797, 1.026, -0.482], [-0.734, -1.148, -3.545], [1.637, -3.553, -2.450], [-2.627, -3.084, 0.987], [-7.154, -2.507, 1.987], [-6.344, -0.064, 3.521], [2.382, -3.899, 0.685], [5.924, -0.697, 2.387], [0.769, -0.838, 2.533], [5.037, 0.425, 1.135], [-3.062, -2.262, 3.836]],
  "forces_ev_per_angstrom": [[-1.920, 3.342, 0.692], [-0.529, -5.164, 2.387], [-0.288, 1.550, 0.382], [-1.693, 1.952, 0.465], [0.431, -2.144, -7.810], [-0.704, 3.015, 2.340], [4.592, 6.786, 1.821], [-0.182, -2.109, 1.400], [0.692, -2.946, 0.608], [0.429, 4.129, -2.003], [-2.697, -0.527, -1.645], [-1.748, -0.335, -0.984], [0.204, -1.256, 0.066], [-0.336, 0.287, 0.214], [-1.943, -3.321, 0.221], [-0.239, -1.043, -0.653], [0.878, 1.428, 0.636], [2.498, -3.068, -0.705], [-0.219, 0.314, 0.596], [1.624, 1.312, 0.185], [-0.231, -1.647, 1.639], [-2.023, 1.091, 5.151], [-0.106, -1.448, 1.257], [0.624, 0.276, 0.708], [0.843, -0.456, -0.076], [0.165, 1.065, 0.416], [-0.349, 0.965, -0.977], [-0.517, -0.327, -1.777], [0.535, -0.612, -0.962], [1.135, -0.278, -0.781], [-0.340, -0.327, -0.624], [0.608, 1.809, 0.187], [0.379, -0.287, 0.001], [-0.684, 0.690, 0.287], [0.361, -1.455, -1.831], [-0.175, -0.994, -1.304], [0.999, -0.416, 0.156], [-0.864, 0.140, -2.002], [1.924, -0.855, -1.316], [0.002, 1.605, 2.078], [0.339, -1.730, 1.476], [-0.529, 1.738, 1.331], [-0.806, 2.272, -1.149], [0.201, -2.634, -0.267], [-0.743, 1.751, 1.052], [0.654, -1.810, 1.166], [-1.825, 1.587, 0.702], [-0.815, 1.035, -1.674], [-1.881, 0.291, 1.768], [2.238, 0.114, -0.343], [0.832, 0.153, -0.851], [1.593, 0.002, -1.652], [-0.988, 1.002, -2.077], [0.004, 0.997, 2.017], [-2.101, -1.211, 1.065], [1.506, -2.419, 0.082], [0.993, -0.639, 0.810], [-0.766, 0.032, -2.521], [1.469, 1.117, -1.697], [-0.517, 0.042, 2.311], [-1.719, 1.894, -0.986], [-1.446, -1.016, -1.836], [2.152, 1.109, 0.236], [-0.919, -2.383, -0.263], [-1.122, -1.998, -0.320], [1.678, 0.951, 1.467], [0.434, -0.257, -2.459], [1.816, 0.788, 1.119], [1.467, 1.983, -1.149], [-1.172, 1.674, 1.753], [-1.458, -0.163, -0.167], [-0.664, -2.092, 1.389], [-1.214, -0.238, 2.066], [-0.765, -2.183, 0.574], [1.136, 0.262, 1.960], [-1.794, -0.796, -1.622], [0.789, -1.663, 1.628], [2.129, 0.568, 0.841], [1.998, -1.024, -0.056], [1.585, 0.907, 1.365], [-0.156, 1.784, -1.265], [1.373, 0.352, -1.665], [1.944, 0.243, -1.211], [-0.899, 0.724, -0.681], [-1.995, 0.577, -0.730], [-0.611, 0.214, -0.847], [-0.388, -1.708, 1.739], [-2.174, -0.945, -0.876]],
  "mulliken_charge": [-0.764, 0.812, 0.558, -0.439, -0.602, -0.988, -0.658, -0.301, -0.245, -0.771, -0.275, 0.075, -0.640, -0.452, -0.671, -0.473, -0.401, -0.532, -0.043, 0.042, 0.573, 0.427, -0.719, -0.304, -0.822, -0.878, -0.773, -0.685, -1.273, -0.980, -0.937, 0.663, -0.304, -0.646, 0.488, 0.680, -0.978, 0.812, -0.085, 0.369, 0.240, 0.252, 0.345, 0.286, 0.258, 0.177, 0.318, 0.042, 0.236, 0.151, 0.092, 0.350, 0.311, 0.163, 0.449, 0.072, 0.240, -0.141, 0.273, 0.211, 0.439, 0.194, 0.198, 0.218, 0.206, 0.305, 0.392, 0.301, 0.244, 0.408, 0.238, 0.228, 0.081, 0.093, 0.114, 0.240, 0.249, -0.122, 0.308, 0.406, 0.332, 0.289, 0.263, 0.466, 0.321, -0.089, 0.271, 0.222]
}